DFT (wB97M-V/def2-TZVPD) results for one molecule with the formula C8H9OP at a distorted geometry.

Element x y z (Å)
C -1.326 -1.995 0.175
C -0.272 -1.840 -0.794
C -1.545 -1.097 1.205
C 0.473 -0.740 -0.729
C -0.990 0.226 0.988
C 0.259 0.292 0.288
C 2.359 1.607 -0.389
C 1.091 1.401 0.474
O -2.708 0.351 -1.060
P -2.076 1.328 -0.198
H -2.034 -2.791 0.249
H -0.025 -2.558 -1.534
H -2.422 -1.324 1.758
H 1.281 -0.596 -1.426
H -0.778 0.869 1.849
H 1.861 1.547 -1.284
H 2.954 2.495 -0.418
H 2.985 0.766 -0.436
H 0.914 2.058 1.282

Forces on atoms 1 to 3 (eV/Å):
C -0.643 0.807 2.569
C -0.443 0.561 0.567
C 0.274 -1.314 -3.396

Summary:
- Kohn-Sham gap: 7.1 eV

---

DFT (wB97M-V/def2-TZVPD) results for a 3-piece molecular cluster, C3H13N2O3 overall at a distorted geometry.

Element x y z (Å)
N 1.188 -0.268 0.645
C 0.398 0.741 -0.103
C 1.287 1.575 -1.006
C -0.748 0.153 -0.918
N -1.856 0.922 -1.076
O -0.569 -0.811 -1.631
H 1.327 -1.084 0.031
H 0.704 -0.557 1.511
H 2.104 0.093 0.913
H -0.025 1.408 0.650
H 0.993 1.592 -2.052
H 2.297 1.162 -1.117
H 1.423 2.618 -0.716
H -2.653 0.525 -1.532
H -2.067 1.638 -0.398
H -0.355 1.309 3.123
H 0.562 0.058 3.755
O 0.262 0.594 3.017
H -0.323 -2.815 -0.864
H -0.619 -3.150 0.604
O -0.157 -2.528 0.031

Forces on atoms 1 to 3 (eV/Å):
N 0.053 -0.732 -0.524
C -0.663 1.454 0.704
C 1.208 0.258 -1.094

Summary:
- Kohn-Sham gap: 10.8 eV
- Charge: +1

---

Computed electronic energy, in the same sequence as the records: -19775.572; -12438.798 eV.
Computed energy relative to the best compared isomer or geometry (same formula, charge and spin), in the same sequence as the records: 165.0; 84.3 kJ/mol.